# 1
The following is a DFT calculation (ωB97M-V/def2-TZVPD) of C4H6N2 in the gas phase.

Each line ends with the Mulliken charge.
Cartesian coordinates (Å):
H (-1.78094, -1.35243, 1.36286)  0.2163
N (-1.14401, -1.00381, 0.64636)  -0.1842
N (-0.40748, -1.90061, 0.21347)  -0.3027
C (0.46727, -1.46148, -0.83604)  -0.4596
C (0.24921, -0.20256, -1.22703)  -0.3448
C (-0.43115, 0.61581, -0.37695)  0.3695
C (0.61572, 1.42861, 0.38006)  -1.0506
H (1.19351, -2.16961, -1.21133)  0.4253
H (-1.40760, 1.08637, -0.50985)  0.3653
H (1.59371, 1.29890, -0.09696)  0.3554
H (0.33101, 2.46417, 0.21412)  0.3191
H (0.72076, 1.19666, 1.44129)  0.2911

Output
- Lowest unoccupied orbital energy: 0.24 eV
- Relative energy (zero: lowest compared OMol25 entry of this formula, charge and spin): 467.5 kJ/mol
- Highest occupied orbital energy: -8.7 eV
- Calculated total energy: -265.3575 Ha
- Kohn-Sham gap: 8.92 eV
- F_max: 0.01793 Eh/bohr


# 2
The following is a DFT calculation (ωB97M-V/def2-TZVPD) of a 2-piece molecular cluster, C2H10NO overall.

Each line ends with the Mulliken charge.
Cartesian coordinates (Å):
N (-0.78512, -0.47423, -1.89135)  -0.4418
H (-1.41714, 0.30463, -2.05926)  0.3856
H (-0.08226, -0.21229, -1.14020)  0.2217
H (-0.26757, -0.70647, -2.73864)  0.3856
H (-1.32608, -1.29517, -1.62244)  0.3965
C (0.86075, 0.60262, 1.10160)  -0.0055
O (1.14474, 0.50444, -0.32464)  -0.5951
C (-0.43313, -0.10260, 1.43934)  -1.2927
H (0.81319, 1.66140, 1.35147)  0.2568
H (1.67820, 0.14506, 1.66112)  0.3465
H (2.09860, 0.41887, -0.42709)  0.3172
H (-0.38635, -1.16812, 1.20688)  0.3263
H (-1.28993, 0.34374, 0.93831)  0.3472
H (-0.60791, -0.02189, 2.50489)  0.3519

Output
- Charge: +1
- Lowest unoccupied orbital energy: -3.72 eV
- Relative energy (zero: lowest compared OMol25 entry of this formula, charge and spin): 34.9 kJ/mol
- Highest occupied orbital energy: -15.3 eV
- Calculated total energy: -211.9451 Ha
- Kohn-Sham gap: 11.53 eV
- F_max: 0.01007 Eh/bohr